Entry 1:
{"formula": "C5H7NO", "method": "ωB97M-V/def2-TZVPD", "elements": ["C", "C", "O", "C", "H", "H", "H", "H", "C", "H", "N", "C", "H", "H"], "xyz": [[0.129, -1.524, 0.050], [1.837, -0.254, -0.317], [0.432, 1.897, 0.166], [-1.781, 0.059, 0.406], [1.234, 2.174, 0.624], [-2.396, 0.156, -0.493], [-1.773, 1.016, 0.936], [-0.544, -2.370, 0.214], [1.540, -1.592, -0.258], [0.588, 0.629, -1.448], [-0.420, -0.316, 0.071], [0.607, 0.614, -0.343], [2.759, 0.215, -0.665], [-2.212, -0.704, 1.058]], "lowdin_charge": [-0.09, -0.11, 0.03, -0.01, 0.11, 0.10, 0.09, 0.12, -0.09, 0.18, -0.09, -0.39, 0.09, 0.09], "smiles": "CN1C=C=C[C@@H]1O", "max_force_ha_per_bohr": 0.01447, "gap_ev": 7.434, "relative_energy_kcal_mol": 93.3}


Entry 2:
{"formula": "C4H7O2", "method": "ωB97M-V/def2-TZVPD", "elements": ["H", "O", "C", "H", "C", "H", "H", "C", "C", "H", "H", "H", "O"], "xyz": [[1.034, 0.535, 0.578], [1.431, 1.189, -1.060], [0.149, -1.118, 1.669], [-1.656, 0.550, -0.433], [0.306, 0.674, -1.563], [-0.311, 0.920, 1.525], [-0.841, -0.968, -0.818], [0.052, 0.109, 0.887], [-0.690, 0.047, -0.431], [-0.019, -2.109, 1.220], [-0.323, 1.432, -2.096], [0.447, -0.091, -2.341], [0.422, -1.170, 2.864]], "lowdin_charge": [0.10, -0.35, -0.29, 0.08, -0.51, 0.12, 0.08, -0.22, -0.19, 0.11, 0.06, 0.06, -0.04], "smiles": "O=CCCC[O-]", "charge": -1, "max_force_ha_per_bohr": 0.03152, "gap_ev": 6.981, "relative_energy_kcal_mol": 57.9}


Entry 3:
{"formula": "C13H18BCeF2NO7", "method": "ωB97M-V/def2-TZVPD", "elements": ["H", "C", "C", "O", "O", "C", "C", "O", "H", "C", "H", "F", "C", "H", "C", "H", "O", "O", "H", "H", "O", "C", "O", "H", "B", "H", "H", "C", "H", "C", "N", "C", "C", "C", "F", "H", "H", "H", "Ce", "H", "H", "H", "H"], "xyz": [[3.326, 1.535, -2.882], [-1.271, 3.614, 1.339], [-1.010, -0.056, 3.380], [-1.554, -1.806, -0.359], [-1.286, -0.123, 4.669], [-0.185, -3.190, -1.701], [-2.883, -1.607, 0.146], [-0.726, 1.016, -1.142], [-1.230, 4.516, 0.743], [2.623, -0.915, -2.510], [-3.363, -2.570, 0.310], [3.566, -0.076, 2.125], [-1.625, 3.627, 2.677], [-1.637, -1.759, -2.429], [1.508, -1.868, -2.821], [-1.084, -1.018, 4.989], [-0.601, -0.982, 2.710], [0.309, 3.028, -1.106], [-2.307, -3.223, -1.674], [-0.095, -3.876, -0.862], [0.905, -2.256, -1.575], [-0.952, 2.391, 0.772], [2.056, 0.235, -1.891], [3.116, -0.633, -3.440], [2.470, -0.021, 1.406], [3.829, 1.108, -1.225], [1.907, -2.750, -3.322], [-1.594, 2.446, 3.423], [-3.463, -1.008, -0.556], [-0.420, 2.186, -0.638], [-0.947, 1.272, 1.477], [-1.509, -2.482, -1.622], [-1.227, 1.293, 2.771], [2.980, 1.343, -1.867], [1.984, 1.316, 1.292], [-0.101, -3.754, -2.628], [-2.792, -1.081, 1.090], [-1.827, 2.431, 4.478], [0.439, -0.319, 0.097], [0.771, -1.377, -3.459], [3.353, -1.374, -1.842], [-1.897, 4.558, 3.156], [2.446, 2.208, -1.498]], "lowdin_charge": [0.11, 0.06, -0.43, -0.31, 0.18, -0.13, -0.02, -0.16, 0.14, -0.16, 0.11, 0.17, 0.01, 0.15, -0.13, 0.16, 0.08, 0.13, 0.15, 0.15, -0.23, -0.15, -0.29, 0.15, -0.61, 0.11, 0.15, 0.05, 0.11, -0.58, 0.07, -0.15, -0.16, -0.02, 0.01, 0.15, 0.09, 0.13, 1.41, 0.15, 0.15, 0.13, 0.09], "spin_multiplicity": 2, "charge": 1, "max_force_ha_per_bohr": 0.04974, "gap_ev": [7.389, 7.423], "relative_energy_kcal_mol": 13.0}


Entry 4:
{"formula": "C2H5FN2", "method": "ωB97M-V/def2-TZVPD", "elements": ["F", "H", "N", "C", "C", "N", "H", "H", "H", "H"], "xyz": [[-1.091, 1.019, -0.476], [-0.170, 0.233, 1.854], [0.548, -0.965, -0.510], [0.369, 0.952, 1.294], [-0.271, -1.325, -1.340], [0.249, 0.746, -0.080], [1.317, 0.595, 1.425], [0.311, 1.938, 1.509], [-0.012, -2.284, -1.963], [-1.250, -0.908, -1.712]], "lowdin_charge": [-0.12, 0.08, 0.08, -0.11, -0.15, -0.09, 0.06, 0.06, 0.10, 0.09], "max_force_ha_per_bohr": 0.09576, "gap_ev": 10.501, "relative_energy_kcal_mol": 108.1}